Molecular formula: C17H35O13
Method: DFT, the ωB97M-V functional and the def2-TZVPD basis

Last column: Löwdin charge in e.
Cartesian coordinates (Å):
C 3.05251 19.50278 11.54923  -0.46
O 4.28988 19.51744 10.89973  -0.47
H 3.07938 18.78232 12.36672  0.02
H 2.72585 20.48025 11.90411  0.02
H 2.29125 19.23037 10.81822  0.01
C 1.12027 24.58999 17.04468  -0.05
C 0.07949 23.43841 16.95615  -0.24
O 0.65220 22.46231 16.18215  0.02
C 0.19402 21.21680 16.02273  -0.45
O -0.84383 20.74224 16.51178  0.08
O 1.08193 20.46241 15.18175  -0.05
C 0.82236 19.11613 14.97470  -0.08
H 0.52100 25.44109 17.36810  0.06
H 1.54529 24.84579 16.07410  0.08
H 1.78140 24.58529 17.91127  0.07
H -0.88346 23.75208 16.55312  0.12
H -0.16526 23.11283 17.96718  0.12
H 1.82730 18.72193 14.82372  0.10
H 0.37548 19.14523 13.98096  0.08
H 0.14651 18.61822 15.66999  0.09
C 2.80810 14.96241 6.24639  -0.05
C 1.58756 15.77092 6.82725  -0.21
O 2.17261 16.99964 7.30245  0.01
C 1.41339 18.07476 7.70931  -0.52
O 1.91737 19.01980 8.32876  0.11
O 0.11610 18.06026 7.36467  -0.04
C -0.83621 19.06740 7.81378  -0.01
H 3.42835 15.55280 5.57199  0.08
H 2.47291 13.98823 5.89041  0.07
H 3.42571 14.75728 7.12080  0.07
H 1.07534 15.14901 7.56137  0.10
H 0.88843 16.02694 6.03115  0.11
H -1.80135 18.63039 8.06999  0.08
H -0.86603 19.95112 7.17641  0.10
H -0.47910 19.35737 8.80196  0.08
C -4.10918 17.20255 10.74534  -0.07
C -3.43113 17.59621 12.02842  -0.27
O -2.25511 18.31634 12.02733  0.01
C -2.24606 19.67103 11.84402  -0.50
O -3.20710 20.34918 11.51363  0.10
O -0.91931 20.06027 11.98680  -0.04
C -0.57007 21.48107 11.68051  0.01
H -4.46258 18.01797 10.11422  0.08
H -4.81365 16.41038 10.99888  0.08
H -3.34552 16.72448 10.13185  0.07
H -3.19649 16.69861 12.60057  0.13
H -4.15003 18.22290 12.55618  0.12
H 0.22174 21.54112 10.93383  0.09
H -0.20359 21.78404 12.66133  0.08
H -1.40645 22.09599 11.34816  0.08
C 0.58970 15.86033 10.45894  -0.05
C 1.98641 16.21510 10.82832  -0.19
O 2.64414 15.04415 11.38581  -0.02
C 3.96471 15.12863 11.73466  -0.47
O 4.70791 16.12936 11.70785  0.12
O 4.43777 13.88463 12.17481  -0.05
C 3.74896 12.66342 11.98659  -0.09
H 0.42340 15.38010 9.49466  0.05
H -0.08643 16.66773 10.74007  0.08
H 0.33787 15.00233 11.08223  0.08
H 1.99354 16.94524 11.63761  0.11
H 2.56127 16.56887 9.97248  0.13
H 3.85985 12.34607 10.94972  0.09
H 2.70374 12.64507 12.29526  0.08
H 4.31342 12.03934 12.67942  0.09

calculated total energy	-1646.746191	Ha
E_LUMO	0.0887	Ha
total charge	-1
relative energy (zero: lowest compared OMol25 entry of this formula, charge and spin)	3.752	eV